(1)
The following is a DFT calculation (wB97M-V/def2-TZVPD) of the ion C5H7N2 with charge +1 in a non-equilibrium geometry.

Last columns: bonded neighbours and bond lengths (Å).
Geometry (Å):
1 C 1.84 -0.41 -0.15  C3 1.531, N7 1.246, H8 1.142
2 C -1.44 1.39 0.16  C4 1.428, N6 1.360
3 C 0.36 -0.04 -0.04  C1 1.531, C5 1.507, N6 1.337
4 C -1.98 0.07 0.07  C2 1.428, C5 1.532, H9 1.093, H10 1.098
5 C -0.84 -0.95 0.02  C3 1.507, C4 1.532, H11 1.192, H12 1.051
6 N -0.12 1.21 -0.10  C2 1.360, C3 1.337, H13 1.014
7 N 2.59 0.58 0.01  C1 1.246, H14 1.043
8 H 2.17 -1.50 -0.22  C1 1.142
9 H -2.58 0.05 0.99  C4 1.093
10 H -2.61 0.11 -0.82  C4 1.098
11 H -0.77 -1.75 -0.86  C5 1.192
12 H -0.81 -1.42 0.96  C5 1.051
13 H 0.58 1.94 -0.08  N6 1.014
14 H 3.62 0.73 0.05  N7 1.043

Frontier orbital gap: 7.251 eV
Total charge: +1
Total energy: -303.8198 a.u.
Maximum force: 3.1 eV/Å
HOMO energy: -0.511 Eh
E_LUMO: -6.657 eV

(2)
The following is a DFT calculation (wB97M-V/def2-TZVPD) of the ion C5H7N2 with charge +1 in a non-equilibrium geometry.

Last columns: bonded neighbours and bond lengths (Å).
Geometry (Å):
1 C -3.10 -0.56 -0.47  C2 1.191
2 C -2.07 -0.17 -0.01  C1 1.191, N7 1.521
3 C 1.68 -1.72 -0.31  N6 1.248, H8 1.150, H9 1.061
4 C 0.23 0.23 0.17  C5 1.495, N6 1.291, N7 1.398
5 C 0.34 1.57 -0.48  C4 1.495, H10 1.069, H11 1.061, H12 1.094
6 N 1.16 -0.65 0.08  C3 1.248, C4 1.291
7 N -0.92 0.08 0.95  C2 1.521, C4 1.398, H13 1.097, H14 0.977
8 H 2.69 -2.06 0.11  C3 1.150
9 H 1.19 -2.39 -0.98  C3 1.061
10 H -0.29 1.70 -1.34  C5 1.069
11 H 1.31 1.73 -0.89  C5 1.061
12 H 0.01 2.46 0.06  C5 1.094
13 H -0.86 -0.88 1.49  N7 1.097
14 H -1.35 0.65 1.61  N7 0.977

Frontier orbital gap (alpha / beta): 6.294 / 6.293 eV
Total charge: +1
Total energy: -303.6602 a.u.
Maximum force: 7.6 eV/Å
HOMO energy (alpha / beta): -0.462 / -0.462 Eh
E_LUMO (alpha / beta): -6.289 / -6.289 eV

(3)
The following is a DFT calculation (wB97M-V/def2-TZVPD) of a cluster of 2 separate species, C5H7N2 in total in a non-equilibrium geometry.

Last columns: bonded neighbours and bond lengths (Å).
Geometry (Å):
1 C -1.91 -0.39 0.24  C3 1.460, N6 1.331
2 C 0.29 -2.19 -0.35  N7 1.150
3 C -0.49 -0.50 0.52  C1 1.460, C4 1.510, N6 1.359
4 C 0.62 -0.18 1.50  C3 1.510, H8 1.057, H9 1.019, H10 1.062
5 C -0.50 0.85 -1.67  N6 1.407, H11 1.103, H12 1.165, H13 1.152
6 N -1.00 0.20 -0.52  C1 1.331, C3 1.359, C5 1.407
7 N 0.67 -2.99 -1.08  C2 1.150, H14 0.993
8 H 0.18 0.61 2.04  C4 1.057
9 H 1.44 0.02 0.92  C4 1.019
10 H 0.74 -1.09 2.02  C4 1.062
11 H -0.90 1.86 -1.89  C5 1.103
12 H 0.66 0.95 -1.57  C5 1.165
13 H -0.76 0.20 -2.58  C5 1.152
14 H 1.34 -3.63 -1.42  N7 0.993

Frontier orbital gap: 10.019 eV
Total charge: +1
Total energy: -303.7547 a.u.
Maximum force: 3.9 eV/Å
HOMO energy: -0.529 Eh
E_LUMO: -4.389 eV

(4)
The following is a DFT calculation (wB97M-V/def2-TZVPD) of a cluster of 2 separate species, C5H7N2 in total in a non-equilibrium geometry.

Last columns: bonded neighbours and bond lengths (Å).
Geometry (Å):
1 C -0.93 0.02 1.24  C5 1.393, N6 1.190
2 C 2.83 0.19 0.23  C3 1.271
3 C 3.74 0.55 -0.59  C2 1.271, H8 1.039, H9 1.189
4 C -2.02 -0.54 -0.79  C5 1.497, H10 1.118, H11 1.104, H12 1.105
5 C -2.06 0.27 0.47  C1 1.393, C4 1.497, H13 1.025, H14 1.052
6 N 0.07 -0.42 1.71  C1 1.190, N7 1.159
7 N 1.03 -0.71 2.29  N6 1.159
8 H 4.69 0.25 -0.89  C3 1.039
9 H 3.74 1.47 -1.33  C3 1.189
10 H -1.50 -0.09 -1.67  C4 1.118
11 H -3.03 -0.71 -1.18  C4 1.104
12 H -1.48 -1.50 -0.65  C4 1.105
13 H -2.87 -0.04 1.02  C5 1.025
14 H -2.22 1.26 0.15  C5 1.052

Frontier orbital gap (alpha / beta): 6.657 / 6.644 eV
Total charge: +1
Total energy: -303.6120 a.u.
Maximum force: 3.6 eV/Å
HOMO energy (alpha / beta): -0.528 / -0.528 Eh
E_LUMO (alpha / beta): -7.716 / -7.727 eV

Repeat the first record exactly.
The following is a DFT calculation (wB97M-V/def2-TZVPD) of the ion C5H7N2 with charge +1 in a non-equilibrium geometry.

Last columns: bonded neighbours and bond lengths (Å).
Geometry (Å):
1 C 1.84 -0.41 -0.15  C3 1.531, N7 1.246, H8 1.142
2 C -1.44 1.39 0.16  C4 1.428, N6 1.360
3 C 0.36 -0.04 -0.04  C1 1.531, C5 1.507, N6 1.337
4 C -1.98 0.07 0.07  C2 1.428, C5 1.532, H9 1.093, H10 1.098
5 C -0.84 -0.95 0.02  C3 1.507, C4 1.532, H11 1.192, H12 1.051
6 N -0.12 1.21 -0.10  C2 1.360, C3 1.337, H13 1.014
7 N 2.59 0.58 0.01  C1 1.246, H14 1.043
8 H 2.17 -1.50 -0.22  C1 1.142
9 H -2.58 0.05 0.99  C4 1.093
10 H -2.61 0.11 -0.82  C4 1.098
11 H -0.77 -1.75 -0.86  C5 1.192
12 H -0.81 -1.42 0.96  C5 1.051
13 H 0.58 1.94 -0.08  N6 1.014
14 H 3.62 0.73 0.05  N7 1.043

Frontier orbital gap: 7.251 eV
Total charge: +1
Total energy: -303.8198 a.u.
Maximum force: 3.1 eV/Å
HOMO energy: -0.511 Eh
E_LUMO: -6.657 eV

Question: Which value of total energy does entry 4 give?
Answer: -303.6120 a.u.

Question: maximum force of number 1 (C5H7N2)?
Answer: 3.1 eV/Å